1.
61
Properties=species:S:1:pos:R:3:forces:R:3:lowdin_spin:R:1 method="wB97M-V/def2-TZVPD" s_squared=0.8453 e_homo_ev="-11.11 / -11.11" e_tot_ev=-337665.570 homo_lumo_gap_ev="3.244 / 3.768" total_charge=+1 de_lowest_ev=0.0000 multiplicity=2 lumo_ev="-7.86 / -7.34"
O 2.318 3.108 2.919 -4.003 0.412 -1.694 -0.325
V 0.901 3.077 2.200 4.051 -4.824 0.941 1.441
C 0.480 -0.870 0.975 0.408 0.277 0.930 -0.004
C 0.606 0.525 1.548 -0.614 -1.812 -1.084 -0.001
O 0.000 0.946 2.544 -1.072 1.848 2.143 -0.049
O 1.294 1.385 0.971 1.724 3.762 -1.393 -0.059
H 0.546 -1.539 1.833 -0.304 -0.232 -0.077 -0.001
H 1.272 -1.147 0.279 0.047 0.468 -0.002 -0.001
H -0.482 -0.979 0.475 -0.135 0.071 0.185 0.000
C -0.360 -4.334 -1.636 -0.630 -1.425 1.067 0.000
O -0.208 -5.419 -1.108 0.219 0.084 -0.308 0.000
N -0.884 -4.139 -2.857 0.782 3.280 0.229 0.000
C -0.911 -2.776 -3.427 0.146 -0.289 0.223 0.000
C -1.300 -5.077 -3.784 -0.995 -2.493 -2.072 0.000
H -0.215 -3.436 -1.016 0.207 0.442 -0.530 0.000
H -1.933 -2.512 -3.701 -0.067 0.002 -0.021 0.000
H -0.290 -2.740 -4.322 -0.010 -0.052 -0.122 0.000
H -0.515 -2.012 -2.758 -0.020 -0.269 0.272 0.000
H -1.539 -6.078 -3.426 -0.143 0.350 0.710 0.000
H -2.149 -4.693 -4.350 -0.500 0.031 0.415 0.000
H -0.646 -5.315 -4.623 1.010 0.395 0.148 0.000
C 4.917 1.025 1.287 0.682 -0.294 2.957 0.000
O 5.712 1.236 2.206 -1.121 -0.309 -0.709 -0.001
N 5.025 1.504 0.079 -0.999 0.872 -3.024 0.000
C 4.055 1.030 -0.988 1.079 0.677 0.004 0.000
C 6.078 2.471 -0.215 0.914 0.190 -0.927 0.000
H 3.985 0.451 1.402 0.094 -0.384 0.281 0.000
H 4.575 0.593 -1.841 0.367 -0.358 0.312 0.000
H 3.492 1.818 -1.488 0.027 0.636 0.536 0.000
H 3.309 0.315 -0.642 0.497 0.063 0.433 0.000
H 6.743 2.738 0.607 -0.590 -0.645 0.479 0.000
H 6.762 2.092 -0.975 -0.115 -0.256 -0.179 0.000
H 5.751 3.439 -0.594 -0.739 -0.131 -0.090 0.000
C -1.318 1.585 -1.691 -0.473 -1.045 0.833 0.000
C -0.830 2.052 -3.012 -0.046 -0.909 -0.427 0.000
C 0.742 1.980 -3.124 -1.551 1.836 -0.011 0.000
C 1.335 0.708 -2.758 -0.555 0.162 -0.763 0.000
N 1.779 -0.324 -2.543 0.131 -0.456 0.341 0.000
H -0.878 2.142 -0.864 -0.020 0.158 0.224 0.000
H -1.107 0.525 -1.546 0.209 -0.048 0.211 0.000
H -2.406 1.643 -1.660 -0.018 0.210 0.225 0.000
H -1.383 2.979 -3.163 1.242 0.723 -0.465 0.000
H -1.311 1.400 -3.741 0.389 -0.192 -0.304 0.000
H 1.125 2.735 -2.437 0.214 0.044 0.149 0.000
H 1.026 2.344 -4.111 0.314 -0.495 -0.066 0.000
Br -3.982 0.557 6.778 0.130 -0.074 -1.075 0.000
C -2.868 0.074 5.212 1.105 1.072 -0.317 0.000
C -1.367 0.233 5.557 -0.816 -0.798 1.265 0.000
Br -1.233 -1.034 7.051 1.216 -0.123 0.096 0.000
H -3.095 0.796 4.428 -0.421 -0.065 0.021 0.000
H -3.049 -0.946 4.872 -0.322 0.158 0.291 0.000
H -1.088 1.216 5.937 -0.309 -0.037 0.061 0.000
H -0.610 -0.075 4.835 -0.594 -0.152 -0.281 0.000
Br -6.589 -0.372 1.874 1.533 1.619 -0.762 0.000
C -5.129 1.004 1.300 -1.355 -0.641 0.047 0.000
C -3.763 0.430 1.372 0.872 -0.170 0.130 0.000
Br -3.322 -1.060 0.106 -0.438 0.893 0.727 0.000
H -5.214 1.884 1.938 -0.059 -0.436 0.647 0.000
H -5.292 1.456 0.322 -0.605 -0.815 -0.273 0.000
H -3.456 0.113 2.368 -0.297 -0.364 -0.207 0.000
H -3.110 1.268 1.126 0.329 -0.141 -0.348 0.000

***

2.
39
Properties=species:S:1:pos:R:3:forces:R:3:nbo_charge:R:1 method="wB97M-V/def2-TZVPD" e_homo_ev=-8.89 e_tot_ev=-42730.104 homo_lumo_gap_ev=8.688 lumo_ev=-0.20
N -0.863 1.598 1.183 0.121 0.008 0.451 -0.787
C 0.229 0.914 0.734 -0.383 0.252 0.412 0.612
N 0.487 -0.397 0.856 0.285 0.157 -0.474 -0.333
C -0.264 -1.490 1.472 -0.148 0.284 -0.087 -0.311
C -1.763 -1.284 1.674 -0.084 -0.013 -0.167 0.541
O -2.217 -1.530 2.761 -0.035 0.048 0.532 -0.499
C -2.667 -0.836 0.580 0.146 0.095 -0.075 -0.095
C -3.603 0.136 0.893 -0.361 0.344 0.242 -0.173
C -4.472 0.627 -0.059 -0.029 -0.065 -0.234 -0.205
C -4.430 0.119 -1.350 0.023 0.059 0.304 -0.179
C -3.519 -0.874 -1.653 -0.120 -0.162 -0.643 -0.211
C -2.631 -1.345 -0.708 0.379 -0.074 0.276 -0.202
C 1.758 -0.595 0.289 -0.105 -1.095 -0.062 -0.277
P 2.765 -2.094 0.154 1.460 -0.126 -0.118 1.185
N 2.384 -2.807 -1.381 -0.436 1.052 0.748 -1.133
O 2.108 -3.105 1.284 -0.353 0.269 -0.506 -0.978
C 2.207 0.597 -0.186 -0.842 -0.385 0.056 0.178
C 3.521 0.821 -0.880 0.319 0.773 0.113 -0.126
O 3.603 2.028 -1.617 -0.437 -0.194 0.019 -0.405
N 4.198 3.043 -0.783 -0.039 0.209 0.275 0.372
O 4.019 4.092 -1.223 0.220 -0.060 -0.175 -0.198
N 1.214 1.515 0.095 0.897 -0.512 -0.372 -0.390
C 1.205 3.016 -0.246 -0.421 2.355 -1.242 0.847
O 1.500 3.728 0.711 -0.065 -0.807 0.288 -0.695
O 0.870 3.258 -1.403 0.181 -0.892 0.847 -0.657
H -0.666 2.592 1.263 0.017 0.024 -0.163 0.432
H -1.212 1.259 2.069 -0.144 -0.074 -0.057 0.394
H -0.141 -2.363 0.833 0.040 -0.073 -0.018 0.247
H 0.176 -1.716 2.438 -0.084 -0.110 0.113 0.248
H -3.656 0.555 1.887 0.110 -0.129 0.172 0.218
H -5.173 1.404 0.199 -0.075 0.079 0.042 0.221
H -5.099 0.493 -2.109 -0.077 0.030 -0.084 0.222
H -3.513 -1.282 -2.653 0.098 -0.067 -0.041 0.219
H -1.922 -2.124 -0.951 0.061 -0.064 -0.159 0.209
H 3.219 -2.662 -1.938 -0.039 -0.260 -0.211 0.388
H 1.631 -2.276 -1.813 -0.098 -0.410 -0.297 0.382
H 2.690 -3.874 1.274 -0.088 -0.142 0.304 0.504
H 4.306 0.841 -0.121 0.102 -0.164 0.050 0.222
H 3.720 0.017 -1.576 0.004 -0.160 -0.060 0.211

***

3.
30
Properties=species:S:1:pos:R:3:forces:R:3:nbo_charge:R:1 method="wB97M-V/def2-TZVPD" e_homo_ev=-9.14 e_tot_ev=-12713.965 homo_lumo_gap_ev=9.830 de_lowest_ev=2.0213 lumo_ev=0.69
C -1.799 2.622 -0.260 0.954 0.607 -0.729 -0.614
C -2.444 1.263 -0.286 -0.578 -0.428 1.379 -0.413
C -1.755 0.409 0.779 -0.102 -1.087 2.715 -0.425
C -0.224 0.169 0.846 0.659 1.004 0.743 -0.459
C 1.826 -0.774 -0.195 -1.318 -0.622 -2.418 -0.224
C 0.478 -0.627 -0.238 0.486 0.017 1.602 0.009
C -0.436 -1.477 -1.095 0.663 1.115 0.070 -0.668
C 2.449 -1.677 -1.247 0.355 -0.741 1.379 -0.654
H -2.133 3.202 -1.142 0.694 0.001 0.487 0.216
H -0.698 2.551 -0.117 -0.507 0.073 -1.152 0.200
H -1.984 3.198 0.641 -0.936 -0.054 0.201 0.214
H -3.530 1.417 -0.068 0.722 -0.422 0.251 0.211
H -2.475 0.709 -1.212 0.497 0.379 -0.740 0.201
H -1.946 0.831 1.787 0.025 0.630 -0.500 0.216
H -2.208 -0.559 1.041 -0.335 -0.132 -1.061 0.206
H 0.277 1.150 0.928 -0.185 -0.313 0.029 0.216
H 0.062 -0.282 1.856 -0.873 0.476 -1.152 0.232
H 2.557 -0.283 0.416 -0.377 0.538 0.707 0.214
H -1.464 -1.093 -1.028 0.419 -0.717 0.013 0.225
H -0.284 -2.501 -0.781 -0.537 -0.433 -0.022 0.226
H -0.106 -1.395 -2.116 -0.020 -0.180 -0.646 0.224
H 3.482 -1.899 -0.921 -0.324 0.085 -0.593 0.216
H 1.908 -2.636 -1.227 0.248 0.136 -0.250 0.209
H 2.413 -1.287 -2.257 0.132 0.162 -0.146 0.216
H 1.476 1.926 -0.302 0.584 -0.084 -0.167 0.477
H 3.013 2.230 -0.188 -0.013 -0.295 -0.250 0.473
O 2.140 2.517 0.077 -0.427 0.471 0.286 -0.947
H 0.851 -2.026 1.668 0.063 -0.206 -0.018 0.477
H -0.181 -2.986 2.281 0.333 0.122 0.028 0.466
O 0.738 -2.692 2.361 -0.303 -0.103 -0.043 -0.943

***

4.
36
Properties=species:S:1:pos:R:3:forces:R:3:lowdin_spin:R:1 method="wB97M-V/def2-TZVPD" s_squared=8.7631 e_homo_ev="-14.27 / -15.71" e_tot_ev=-29162.000 homo_lumo_gap_ev="7.430 / 4.917" total_charge=+2 de_lowest_ev=0.0000 multiplicity=6 lumo_ev="-6.84 / -10.79"
C 5.315 -1.555 -1.146 0.187 -0.293 -0.214 0.013
C 4.793 -2.977 -0.923 -0.004 0.073 0.092 0.002
H 5.399 -1.326 -2.214 -0.024 -0.002 0.173 0.000
H 6.306 -1.422 -0.699 -0.207 0.038 -0.085 0.001
H 4.646 -0.812 -0.699 -0.048 0.106 0.126 0.013
H 3.742 -3.065 -1.219 0.120 -0.048 -0.030 0.000
H 5.364 -3.706 -1.509 -0.105 0.166 0.128 0.001
H 4.867 -3.267 0.131 -0.015 0.033 -0.174 0.000
Ir 0.174 0.501 -0.582 0.903 0.200 -1.339 2.767
C 0.873 -1.086 0.492 0.630 -1.593 1.309 0.413
H 0.721 -1.973 -0.136 -0.016 0.001 0.177 0.055
H 0.257 -1.137 1.400 0.022 -0.259 -0.120 0.036
H 1.925 -1.013 0.769 -0.128 -0.168 0.014 0.035
I 2.517 1.578 -0.456 0.635 0.688 -0.837 1.033
N -2.789 1.746 -0.091 1.527 -1.031 0.122 0.030
C -1.837 2.158 0.892 -0.493 -0.038 0.426 0.043
C -2.266 3.090 1.855 0.377 -0.017 0.050 0.014
C -1.416 3.475 2.885 -0.477 -0.210 -0.631 0.015
C -0.143 2.926 2.962 0.631 -0.681 -0.597 0.019
C 0.271 2.019 1.986 -1.429 1.448 0.936 0.039
N -0.561 1.659 0.962 -1.239 0.974 0.852 0.209
C -2.808 0.480 -0.752 -0.956 -0.064 0.159 0.039
C -4.049 -0.013 -1.199 0.332 -0.183 -0.058 0.003
C -4.124 -1.256 -1.823 0.207 0.744 0.321 0.022
C -2.965 -1.999 -2.013 1.034 0.190 0.214 0.011
C -1.746 -1.478 -1.581 -1.945 -0.299 -0.442 0.032
N -1.685 -0.274 -0.944 -0.793 1.002 -0.571 0.130
H -3.684 2.260 -0.090 0.872 -0.544 0.074 0.000
H -3.266 3.506 1.816 0.013 -0.105 -0.127 0.001
H -1.749 4.190 3.626 -0.036 -0.027 -0.035 0.001
H 0.526 3.214 3.762 0.054 -0.122 -0.074 0.002
H 1.270 1.622 2.050 -0.049 -0.376 -0.247 0.013
H -4.957 0.561 -1.058 0.105 0.077 0.078 0.000
H -5.077 -1.637 -2.165 -0.017 0.051 0.046 0.001
H -3.005 -2.957 -2.514 0.133 0.038 0.064 0.001
H -0.841 -2.034 -1.775 0.201 0.232 0.221 0.008

***

Repeat the second record exactly.
39
Properties=species:S:1:pos:R:3:forces:R:3:nbo_charge:R:1 method="wB97M-V/def2-TZVPD" e_homo_ev=-8.89 e_tot_ev=-42730.104 homo_lumo_gap_ev=8.688 lumo_ev=-0.20
N -0.863 1.598 1.183 0.121 0.008 0.451 -0.787
C 0.229 0.914 0.734 -0.383 0.252 0.412 0.612
N 0.487 -0.397 0.856 0.285 0.157 -0.474 -0.333
C -0.264 -1.490 1.472 -0.148 0.284 -0.087 -0.311
C -1.763 -1.284 1.674 -0.084 -0.013 -0.167 0.541
O -2.217 -1.530 2.761 -0.035 0.048 0.532 -0.499
C -2.667 -0.836 0.580 0.146 0.095 -0.075 -0.095
C -3.603 0.136 0.893 -0.361 0.344 0.242 -0.173
C -4.472 0.627 -0.059 -0.029 -0.065 -0.234 -0.205
C -4.430 0.119 -1.350 0.023 0.059 0.304 -0.179
C -3.519 -0.874 -1.653 -0.120 -0.162 -0.643 -0.211
C -2.631 -1.345 -0.708 0.379 -0.074 0.276 -0.202
C 1.758 -0.595 0.289 -0.105 -1.095 -0.062 -0.277
P 2.765 -2.094 0.154 1.460 -0.126 -0.118 1.185
N 2.384 -2.807 -1.381 -0.436 1.052 0.748 -1.133
O 2.108 -3.105 1.284 -0.353 0.269 -0.506 -0.978
C 2.207 0.597 -0.186 -0.842 -0.385 0.056 0.178
C 3.521 0.821 -0.880 0.319 0.773 0.113 -0.126
O 3.603 2.028 -1.617 -0.437 -0.194 0.019 -0.405
N 4.198 3.043 -0.783 -0.039 0.209 0.275 0.372
O 4.019 4.092 -1.223 0.220 -0.060 -0.175 -0.198
N 1.214 1.515 0.095 0.897 -0.512 -0.372 -0.390
C 1.205 3.016 -0.246 -0.421 2.355 -1.242 0.847
O 1.500 3.728 0.711 -0.065 -0.807 0.288 -0.695
O 0.870 3.258 -1.403 0.181 -0.892 0.847 -0.657
H -0.666 2.592 1.263 0.017 0.024 -0.163 0.432
H -1.212 1.259 2.069 -0.144 -0.074 -0.057 0.394
H -0.141 -2.363 0.833 0.040 -0.073 -0.018 0.247
H 0.176 -1.716 2.438 -0.084 -0.110 0.113 0.248
H -3.656 0.555 1.887 0.110 -0.129 0.172 0.218
H -5.173 1.404 0.199 -0.075 0.079 0.042 0.221
H -5.099 0.493 -2.109 -0.077 0.030 -0.084 0.222
H -3.513 -1.282 -2.653 0.098 -0.067 -0.041 0.219
H -1.922 -2.124 -0.951 0.061 -0.064 -0.159 0.209
H 3.219 -2.662 -1.938 -0.039 -0.260 -0.211 0.388
H 1.631 -2.276 -1.813 -0.098 -0.410 -0.297 0.382
H 2.690 -3.874 1.274 -0.088 -0.142 0.304 0.504
H 4.306 0.841 -0.121 0.102 -0.164 0.050 0.222
H 3.720 0.017 -1.576 0.004 -0.160 -0.060 0.211

***

Copy entry 4 word for word.
36
Properties=species:S:1:pos:R:3:forces:R:3:lowdin_spin:R:1 method="wB97M-V/def2-TZVPD" s_squared=8.7631 e_homo_ev="-14.27 / -15.71" e_tot_ev=-29162.000 homo_lumo_gap_ev="7.430 / 4.917" total_charge=+2 de_lowest_ev=0.0000 multiplicity=6 lumo_ev="-6.84 / -10.79"
C 5.315 -1.555 -1.146 0.187 -0.293 -0.214 0.013
C 4.793 -2.977 -0.923 -0.004 0.073 0.092 0.002
H 5.399 -1.326 -2.214 -0.024 -0.002 0.173 0.000
H 6.306 -1.422 -0.699 -0.207 0.038 -0.085 0.001
H 4.646 -0.812 -0.699 -0.048 0.106 0.126 0.013
H 3.742 -3.065 -1.219 0.120 -0.048 -0.030 0.000
H 5.364 -3.706 -1.509 -0.105 0.166 0.128 0.001
H 4.867 -3.267 0.131 -0.015 0.033 -0.174 0.000
Ir 0.174 0.501 -0.582 0.903 0.200 -1.339 2.767
C 0.873 -1.086 0.492 0.630 -1.593 1.309 0.413
H 0.721 -1.973 -0.136 -0.016 0.001 0.177 0.055
H 0.257 -1.137 1.400 0.022 -0.259 -0.120 0.036
H 1.925 -1.013 0.769 -0.128 -0.168 0.014 0.035
I 2.517 1.578 -0.456 0.635 0.688 -0.837 1.033
N -2.789 1.746 -0.091 1.527 -1.031 0.122 0.030
C -1.837 2.158 0.892 -0.493 -0.038 0.426 0.043
C -2.266 3.090 1.855 0.377 -0.017 0.050 0.014
C -1.416 3.475 2.885 -0.477 -0.210 -0.631 0.015
C -0.143 2.926 2.962 0.631 -0.681 -0.597 0.019
C 0.271 2.019 1.986 -1.429 1.448 0.936 0.039
N -0.561 1.659 0.962 -1.239 0.974 0.852 0.209
C -2.808 0.480 -0.752 -0.956 -0.064 0.159 0.039
C -4.049 -0.013 -1.199 0.332 -0.183 -0.058 0.003
C -4.124 -1.256 -1.823 0.207 0.744 0.321 0.022
C -2.965 -1.999 -2.013 1.034 0.190 0.214 0.011
C -1.746 -1.478 -1.581 -1.945 -0.299 -0.442 0.032
N -1.685 -0.274 -0.944 -0.793 1.002 -0.571 0.130
H -3.684 2.260 -0.090 0.872 -0.544 0.074 0.000
H -3.266 3.506 1.816 0.013 -0.105 -0.127 0.001
H -1.749 4.190 3.626 -0.036 -0.027 -0.035 0.001
H 0.526 3.214 3.762 0.054 -0.122 -0.074 0.002
H 1.270 1.622 2.050 -0.049 -0.376 -0.247 0.013
H -4.957 0.561 -1.058 0.105 0.077 0.078 0.000
H -5.077 -1.637 -2.165 -0.017 0.051 0.046 0.001
H -3.005 -2.957 -2.514 0.133 0.038 0.064 0.001
H -0.841 -2.034 -1.775 0.201 0.232 0.221 0.008